[1]
Entry from OMol25: a structure of composition C32H46As2F6GeI2N3O8PS2V (the ωB97M-V functional and the def2-TZVPD basis).

- Relative energy (zero: lowest compared OMol25 entry of this formula, charge and spin): 0.0000 eV
- HOMO level: -2.37 eV
- Net charge: -2
- 2S+1: 4
- Expectation value of S²: 3.758
- HOMO-LUMO gap: 0.19892 Eh

Cartesian coordinates (Å):
V1 -0.55 0.90 -0.59
I1 0.69 7.00 -4.97
C1 0.85 5.33 -3.69
C2 0.25 5.37 -2.44
C3 0.34 4.26 -1.62
I2 -0.62 4.20 0.23
C4 1.02 3.09 -2.01
O1 1.11 2.04 -1.26
C5 1.58 3.08 -3.32
C6 2.18 1.79 -3.82
N1 1.33 0.61 -3.70
C7 0.04 0.70 -4.35
C8 -1.02 1.66 -3.84
C9 -1.58 2.58 -4.73
C10 -2.66 3.35 -4.33
C11 -3.17 3.16 -3.05
C12 -2.55 2.25 -2.22
N2 -1.48 1.53 -2.59
C13 1.50 4.20 -4.13
H1 -0.29 6.25 -2.11
H2 3.10 1.57 -3.28
H3 2.44 1.92 -4.88
H4 1.21 0.40 -2.72
H5 -0.41 -0.29 -4.31
H6 0.21 0.93 -5.41
H7 -1.16 2.69 -5.72
H8 -3.09 4.08 -5.00
H9 -4.03 3.72 -2.69
H10 -2.91 2.09 -1.20
H11 1.93 4.16 -5.13
C14 1.15 -3.32 3.97
As1 1.19 -1.58 3.06
C15 0.53 -0.49 4.54
C16 3.13 -1.17 3.29
C17 3.85 -1.72 4.35
C18 5.21 -1.49 4.50
C19 5.87 -0.70 3.58
C20 5.17 -0.14 2.52
C21 3.80 -0.35 2.37
As2 2.79 0.51 0.89
C22 4.30 1.17 -0.19
C23 2.53 2.21 1.84
H12 1.36 -3.22 5.04
H13 1.87 -4.00 3.51
H14 0.15 -3.72 3.85
H15 1.11 -0.67 5.45
H16 -0.51 -0.75 4.71
H17 0.58 0.57 4.28
H18 3.35 -2.35 5.07
H19 5.74 -1.94 5.33
H20 6.94 -0.52 3.67
H21 5.71 0.48 1.81
H22 4.98 1.81 0.37
H23 3.84 1.75 -0.99
H24 4.86 0.34 -0.63
H25 3.43 2.47 2.40
H26 1.68 2.13 2.50
H27 2.31 2.98 1.10
C24 -3.38 -4.36 -0.54
O2 -2.67 -3.28 -1.12
P1 -2.50 -1.82 -0.45
O3 -3.31 -0.95 -1.53
C25 -2.99 -1.14 -2.90
O4 -3.46 -1.98 0.74
C26 -3.97 -1.38 1.92
H28 -3.70 -5.00 -1.36
H29 -4.25 -4.01 0.02
H30 -2.74 -4.91 0.15
H31 -3.44 -0.32 -3.46
H32 -3.39 -2.10 -3.25
H33 -1.91 -1.13 -3.05
H34 -3.26 -1.49 2.72
H35 -4.87 -1.94 2.15
H36 -4.22 -0.33 1.72
C27 -0.06 -4.77 -0.96
Ge1 0.34 -2.86 -1.26
C28 2.18 -2.74 -0.58
C29 0.51 -2.75 -3.22
C30 -0.79 -1.46 -0.47
H37 0.76 -5.33 -1.42
H38 -0.99 -5.07 -1.43
H39 -0.09 -5.01 0.10
H40 2.74 -3.56 -1.02
H41 2.19 -2.85 0.51
H42 2.66 -1.80 -0.84
H43 1.23 -3.51 -3.53
H44 0.87 -1.79 -3.57
H45 -0.44 -2.99 -3.70
H46 -0.42 -1.38 0.55
F1 -2.28 -3.56 4.01
C31 -2.54 -4.27 2.81
F2 -1.86 -5.47 3.07
F3 -1.55 -3.63 1.95
S1 -1.73 0.79 1.93
O5 -2.34 0.48 0.54
O6 -0.27 1.05 1.56
N3 -2.43 2.26 2.17
S2 -2.21 3.00 3.52
O7 -1.75 2.20 4.63
O8 -1.62 4.31 3.35
C32 -3.96 3.41 3.96
F4 -4.01 4.10 5.12
F5 -4.71 2.31 4.13
F6 -4.55 4.16 3.02

[2]
Entry from OMol25: a cluster of 5 separate species, C20H36ClN6O2 in total (the ωB97M-V functional and the def2-TZVPD basis).

- Relative energy (zero: lowest compared OMol25 entry of this formula, charge and spin): 0.0000 eV
- HOMO level: -9.38 eV
- Net charge: +1
- HOMO-LUMO gap: 0.25885 Eh

Cartesian coordinates (Å):
C1 1.98 1.36 3.99
C2 1.14 2.14 2.99
N1 1.22 1.57 1.64
C3 0.17 1.38 0.79
C4 0.66 0.75 -0.31
N2 2.02 0.65 -0.14
C5 2.33 1.07 1.08
C6 2.91 0.00 -1.09
H1 1.88 0.29 3.86
H2 1.72 1.62 5.01
H3 3.03 1.67 3.94
H4 1.44 3.19 2.94
H5 0.09 2.15 3.29
H6 -0.83 1.76 0.98
H7 0.22 0.45 -1.25
H8 3.33 1.16 1.47
H9 2.31 -0.44 -1.88
H10 3.53 -0.74 -0.58
H11 3.57 0.74 -1.54
C7 2.10 2.62 -3.63
C8 1.15 3.81 -3.62
N3 -0.06 3.51 -2.85
C9 -0.43 4.04 -1.64
C10 -1.62 3.49 -1.31
N4 -1.97 2.68 -2.35
C11 -1.02 2.70 -3.26
C12 -3.17 1.83 -2.44
H12 1.63 1.68 -3.91
H13 2.46 2.50 -2.60
H14 2.98 2.88 -4.21
H15 0.82 4.09 -4.62
H16 1.62 4.66 -3.13
H17 0.13 4.83 -1.16
H18 -2.27 3.61 -0.45
H19 -0.99 2.14 -4.17
H20 -3.84 2.10 -1.63
H21 -2.82 0.81 -2.41
H22 -3.64 2.05 -3.40
C13 1.64 -2.09 1.76
C14 1.57 -3.20 0.74
N5 0.26 -3.86 0.83
C15 -0.91 -3.37 0.35
C16 -1.89 -4.20 0.77
N6 -1.28 -5.23 1.44
C17 0.02 -5.00 1.48
C18 -1.96 -6.27 2.22
H23 2.51 -1.47 1.58
H24 1.61 -2.48 2.78
H25 0.78 -1.40 1.69
H26 2.35 -3.94 0.82
H27 1.59 -2.76 -0.26
H28 -0.97 -2.47 -0.26
H29 -2.94 -4.25 0.53
H30 0.74 -5.57 2.04
H31 -2.69 -6.74 1.57
H32 -2.43 -5.81 3.08
H33 -1.24 -7.03 2.49
C19 -2.48 -0.24 0.36
C20 -3.27 0.83 1.11
O1 -2.92 2.03 0.83
O2 -4.09 0.45 1.95
H34 -1.76 -0.75 1.01
H35 -1.92 0.22 -0.46
H36 -3.09 -1.03 -0.07
Cl1 -0.97 -1.18 -2.81

Among the records above, which one has the highest HOMO-LUMO gap? C20H36ClN6O2

HOMO-LUMO gap of number 2 (C20H36ClN6O2)? 0.25885 Eh